{"formula": "C44H67BrFeN10O2S3Si", "method": "ωB97M-V with the def2-TZVPD basis set", "elements": ["Fe", "N", "C", "S", "N", "N", "C", "C", "C", "C", "C", "C", "C", "C", "C", "C", "C", "C", "N", "H", "H", "H", "H", "H", "H", "H", "H", "H", "H", "H", "N", "C", "C", "C", "C", "C", "C", "S", "O", "O", "N", "C", "N", "C", "C", "C", "N", "H", "H", "H", "H", "H", "H", "H", "H", "H", "C", "C", "C", "C", "Si", "Br", "C", "C", "C", "C", "C", "C", "C", "C", "H", "H", "H", "H", "H", "H", "H", "H", "H", "H", "H", "H", "H", "H", "H", "H", "H", "H", "H", "H", "H", "H", "H", "H", "H", "H", "H", "C", "C", "C", "C", "N", "C", "S", "N", "C", "C", "C", "C", "H", "H", "H", "H", "H", "H", "H", "H", "H", "H", "H", "H", "H", "H", "H", "H", "H", "H", "H", "H"], "xyz": [[-0.460, -1.074, 0.057], [-4.496, -3.203, -0.640], [-3.300, -2.727, -0.202], [-1.941, -2.930, -1.215], [-3.340, -2.145, 0.982], [-2.158, -1.764, 1.458], [-2.075, -1.344, 2.677], [-3.250, -1.035, 3.524], [-3.462, -1.656, 4.754], [-4.578, -1.344, 5.515], [-5.503, -0.418, 5.056], [-5.299, 0.204, 3.832], [-4.181, -0.102, 3.075], [-0.705, -1.301, 3.212], [-0.405, -0.969, 4.534], [0.891, -1.141, 4.989], [1.868, -1.580, 4.111], [1.511, -1.770, 2.784], [0.267, -1.652, 2.349], [-4.474, -3.838, -1.418], [-5.219, -3.331, 0.050], [-2.761, -2.403, 5.104], [-4.729, -1.831, 6.470], [-6.379, -0.188, 5.648], [-6.016, 0.929, 3.469], [-4.010, 0.395, 2.130], [-1.175, -0.579, 5.183], [1.138, -0.926, 6.021], [2.889, -1.736, 4.430], [2.250, -2.031, 2.034], [0.531, 6.078, -5.094], [0.449, 4.785, -4.614], [1.451, 4.262, -3.792], [1.408, 2.939, -3.394], [0.362, 2.128, -3.802], [-0.636, 2.626, -4.630], [-0.597, 3.949, -5.024], [0.368, 0.415, -3.340], [-0.177, -0.339, -4.442], [1.741, 0.095, -2.990], [-0.461, 0.250, -1.953], [-1.802, 0.407, -1.990], [-2.419, 0.224, -0.798], [-3.743, 0.268, -0.795], [-4.499, 0.497, -1.930], [-3.776, 0.745, -3.083], [-2.457, 0.734, -3.118], [1.147, 6.718, -4.626], [-0.305, 6.481, -5.477], [2.273, 4.898, -3.485], [2.195, 2.509, -2.789], [-1.422, 1.962, -4.950], [-1.370, 4.348, -5.670], [-4.223, 0.101, 0.162], [-5.578, 0.490, -1.909], [-4.270, 0.965, -4.026], [-0.746, 3.021, 4.053], [0.699, 3.304, 3.614], [1.579, 2.190, 4.195], [1.135, 4.644, 4.227], [0.833, 3.357, 1.687], [0.445, 1.096, 0.998], [-0.602, 4.305, 0.800], [-0.336, 4.333, -0.716], [-0.724, 5.749, 1.308], [-1.958, 3.605, 0.993], [2.600, 3.775, 1.022], [2.807, 5.296, 0.961], [3.702, 3.171, 1.906], [2.804, 3.188, -0.383], [-0.774, 2.876, 5.137], [-1.134, 2.117, 3.579], [-1.401, 3.860, 3.819], [1.399, 2.110, 5.271], [2.638, 2.388, 4.047], [1.344, 1.231, 3.737], [1.006, 4.601, 5.311], [0.535, 5.473, 3.847], [2.186, 4.859, 4.021], [0.511, 4.973, -0.965], [-1.215, 4.724, -1.236], [-0.145, 3.329, -1.103], [0.225, 6.285, 1.259], [-1.083, 5.781, 2.338], [-1.447, 6.288, 0.689], [-1.922, 2.576, 0.631], [-2.718, 4.141, 0.417], [-2.277, 3.597, 2.033], [2.597, 5.772, 1.922], [2.171, 5.756, 0.204], [3.847, 5.509, 0.699], [3.769, 3.667, 2.875], [4.666, 3.296, 1.407], [3.541, 2.102, 2.057], [2.058, 3.545, -1.089], [2.760, 2.098, -0.363], [3.790, 3.479, -0.757], [3.752, -5.948, 0.859], [3.037, -6.730, -0.241], [1.533, -6.865, -0.001], [0.787, -5.531, -0.054], [0.958, -4.916, -1.357], [1.287, -3.641, -1.599], [1.680, -2.575, -0.313], [1.402, -3.266, -2.855], [1.043, -4.070, -4.014], [2.229, -4.893, -4.531], [2.035, -5.342, -5.978], [0.863, -6.307, -6.147], [4.832, -6.001, 0.722], [3.514, -6.358, 1.844], [3.463, -4.896, 0.842], [3.466, -7.733, -0.312], [3.209, -6.233, -1.199], [1.357, -7.326, 0.974], [1.110, -7.531, -0.761], [1.165, -4.835, 0.689], [-0.278, -5.688, 0.139], [0.658, -5.470, -2.144], [1.697, -2.305, -3.019], [0.722, -3.368, -4.777], [0.187, -4.706, -3.773], [2.392, -5.769, -3.893], [3.121, -4.266, -4.467], [2.952, -5.826, -6.324], [1.871, -4.460, -6.601], [0.966, -7.160, -5.473], [0.819, -6.686, -7.169], [-0.085, -5.811, -5.934]], "forces_ev_per_a": [[-0.9, -1.7, -1.0], [-0.1, 0.0, 0.1], [0.4, -0.1, -0.2], [0.5, 0.2, 0.0], [-0.8, 0.1, 0.4], [0.5, 0.2, -0.1], [-0.2, -0.1, -0.2], [-0.1, -0.2, 0.1], [0.0, 0.0, -0.1], [-0.1, 0.0, 0.1], [0.0, 0.0, 0.0], [0.0, 0.0, 0.0], [0.1, 0.1, 0.0], [0.5, 0.2, 0.1], [-0.1, 0.0, -0.2], [0.1, -0.1, 0.0], [0.0, 0.0, 0.1], [0.0, 0.0, 0.1], [-0.2, 0.2, 0.0], [0.0, 0.0, -0.1], [0.0, 0.1, 0.0], [0.0, 0.0, 0.0], [0.0, 0.0, 0.0], [0.0, 0.0, 0.0], [0.0, 0.0, 0.0], [0.0, 0.0, 0.0], [0.0, -0.1, 0.0], [0.0, 0.0, 0.0], [0.0, 0.0, 0.0], [0.0, 0.0, 0.1], [0.0, 0.0, -0.1], [0.0, -0.2, 0.0], [0.0, 0.1, 0.0], [0.0, -0.1, -0.1], [-0.2, -0.3, 0.0], [0.1, 0.1, 0.1], [0.0, 0.1, 0.0], [0.8, -0.6, 0.1], [-0.2, 0.0, 0.1], [-0.1, 0.1, 0.1], [-0.2, -0.2, 0.1], [-0.4, 0.3, -0.1], [0.4, -0.1, -0.1], [-0.1, 0.1, 0.2], [0.0, 0.0, 0.0], [0.1, 0.0, 0.0], [0.1, 0.0, 0.0], [-0.1, 0.0, 0.0], [0.0, 0.1, 0.0], [0.0, 0.0, 0.0], [0.0, 0.0, -0.1], [-0.1, 0.0, 0.0], [0.0, 0.0, 0.0], [0.0, -0.1, -0.1], [0.0, 0.0, 0.0], [0.0, 0.0, 0.0], [0.1, 0.0, -0.2], [0.0, -0.1, -0.1], [0.0, 0.0, -0.2], [0.0, 0.0, -0.3], [-0.3, -0.2, -0.2], [0.8, 1.8, 0.8], [0.0, -0.2, -0.1], [0.1, -0.1, 0.2], [0.2, -0.1, 0.1], [0.1, -0.1, 0.0], [0.0, -0.3, -0.1], [-0.2, -0.1, 0.1], [-0.2, 0.0, 0.0], [-0.2, 0.1, 0.1], [0.0, 0.0, 0.0], [-0.1, 0.0, 0.0], [-0.1, 0.0, 0.0], [0.0, 0.0, 0.0], [0.0, -0.1, 0.1], [0.0, -0.1, 0.1], [0.0, 0.0, 0.0], [0.0, 0.1, 0.1], [0.0, 0.0, 0.0], [0.0, 0.0, -0.1], [0.0, 0.0, 0.0], [0.0, 0.0, -0.1], [0.0, 0.1, 0.0], [0.0, 0.0, 0.0], [0.0, 0.0, 0.0], [-0.1, 0.0, 0.0], [0.0, 0.0, 0.0], [-0.1, 0.0, 0.0], [0.1, 0.1, 0.0], [0.0, 0.0, 0.0], [0.0, 0.0, 0.0], [0.0, 0.0, 0.0], [0.0, 0.0, 0.0], [0.1, 0.0, 0.0], [0.1, 0.0, 0.1], [0.0, 0.0, -0.1], [0.0, 0.0, 0.0], [0.0, 0.0, -0.1], [0.0, 0.0, 0.2], [0.1, 0.2, -0.2], [-0.1, -0.3, 0.1], [-0.2, 0.1, 0.0], [0.3, -0.4, 0.7], [-0.1, 0.5, -0.2], [-0.2, 0.6, -0.6], [0.3, 0.0, 0.1], [-0.1, 0.1, -0.2], [-0.1, -0.2, 0.1], [0.1, 0.1, 0.0], [0.0, 0.0, 0.0], [0.0, 0.0, 0.0], [0.0, 0.0, 0.1], [0.0, 0.0, -0.1], [0.0, -0.1, -0.1], [-0.1, 0.0, 0.0], [0.0, -0.1, 0.1], [0.0, 0.0, 0.0], [0.0, 0.1, 0.0], [0.1, 0.0, 0.1], [-0.2, 0.0, 0.2], [-0.1, 0.1, -0.1], [-0.1, 0.2, -0.1], [0.1, 0.1, 0.0], [0.0, 0.0, 0.1], [0.0, 0.1, 0.0], [0.1, 0.0, 0.0], [0.0, 0.0, 0.0], [-0.1, 0.0, 0.0], [0.0, -0.1, 0.0]], "spin_multiplicity": 5, "lumo_energy_ev": [-0.04, -0.13], "s_squared": 6.01}